No. 1
Here is a 4-piece molecular cluster, CH9NO3 overall at a distorted geometry from the Open Molecules 2025 dataset. Energies are from the ωB97M-V functional and the def2-TZVPD basis.

Computed properties:
**Total charge**: -1
**2S+1**: 2
**Orbital gap (spin up / spin down)**: 2.668 / 10.570 eV
**HOMO energy (spin up / spin down)**: 1.246 / -6.628 eV
**Energy relative to the best compared isomer or geometry (same formula, charge and spin)**: 1.070 eV

XYZ file:
```
14
Properties=species:S:1:pos:R:3:forces:R:3:lowdin_charge:R:1
C -1.76875 -2.17099 0.55312 2.124 -0.406 1.336 -0.31
N -0.52697 -1.90734 0.25796 -2.133 -0.311 -0.255 -0.03
H -1.87558 -2.59803 1.58234 -0.423 0.384 -0.803 0.03
H -2.67484 -2.04298 -0.04120 0.273 0.149 -0.247 0.03
H -0.47012 -1.54880 -0.69836 0.170 0.258 0.053 -0.01
H 0.93518 0.89736 -1.46033 -0.451 -0.828 -0.123 0.01
H 0.17497 0.74294 -2.74946 -0.283 0.199 -0.676 -0.01
O 0.38946 0.23810 -1.97191 0.770 0.539 0.825 -0.16
H 1.51490 0.55036 2.16692 0.450 -0.040 0.563 -0.02
H 0.38805 -0.17022 1.51199 -2.159 -3.657 -0.106 -0.08
O 0.84594 0.60855 1.48147 1.770 3.720 -0.333 -0.25
H 1.11562 2.03959 0.48626 0.462 0.678 -1.710 0.02
H 0.56601 2.80530 -0.75353 -1.213 0.495 -0.375 -0.03
O 1.38612 2.55615 -0.36528 0.643 -1.181 1.853 -0.20
```
Forces are in eV/Å.

---

No. 2
Here is a 4-piece molecular cluster, CH9NO3 overall at a distorted geometry from the Open Molecules 2025 dataset. Energies are from the ωB97M-V functional and the def2-TZVPD basis.

Computed properties:
**Total charge**: 0
**2S+1**: 1
**Orbital gap**: 10.557 eV
**HOMO energy**: -9.858 eV
**SMILES string**: C=N.O.O.O
**Energy relative to the best compared isomer or geometry (same formula, charge and spin)**: 1.669 eV

XYZ file:
```
14
Properties=species:S:1:pos:R:3:forces:R:3:lowdin_charge:R:1
C 2.17445 0.13073 0.68357 -0.987 -0.004 0.617 -0.14
N 1.19320 -0.56487 1.10423 0.239 1.115 1.283 0.01
H 1.88221 1.07855 0.23568 0.579 -0.321 -1.156 0.06
H 3.21428 -0.11422 0.90864 0.080 0.434 0.202 0.06
H 1.49542 -1.05563 1.95571 0.070 -1.230 -0.953 0.04
O -4.78362 2.08672 3.17922 -0.107 -0.187 0.620 -0.06
H -4.85398 1.79112 2.27186 0.128 0.301 -0.226 0.03
H -4.44788 2.98693 3.21201 -0.023 -0.114 -0.390 0.03
O 1.78339 -2.65475 -2.64714 0.259 0.062 0.214 -0.06
H 2.01010 -2.38965 -1.74426 -0.242 -0.022 -0.217 0.03
H 2.51142 -2.31631 -3.17843 -0.058 -0.031 -0.022 0.03
O -0.41600 0.19016 -1.88972 0.749 -0.239 0.186 -0.06
H -0.70054 0.26788 -2.80062 -0.388 0.157 0.070 0.03
H -1.06242 0.56333 -1.29073 -0.299 0.079 -0.228 0.03
```
Forces are in eV/Å.

---

No. 3
Here is a 4-piece molecular cluster, CH9NO3 overall at a distorted geometry from the Open Molecules 2025 dataset. Energies are from the ωB97M-V functional and the def2-TZVPD basis.

Computed properties:
**Total charge**: 0
**2S+1**: 1
**Orbital gap**: 10.785 eV
**HOMO energy**: -10.056 eV
**SMILES string**: C=N.O.O.O
**Energy relative to the best compared isomer or geometry (same formula, charge and spin)**: 1.929 eV

XYZ file:
```
14
Properties=species:S:1:pos:R:3:forces:R:3:lowdin_charge:R:1
C 1.76140 1.12850 -0.57516 -1.549 0.567 -0.705 -0.11
N 0.90205 1.55050 0.28901 0.935 -3.840 -1.000 0.02
H 1.67227 0.09676 -0.97863 0.002 0.848 -0.179 0.04
H 2.41714 1.86353 -1.11498 0.333 -0.983 0.931 0.08
H 1.34044 2.28181 0.73345 0.316 3.349 0.863 -0.01
O -3.72073 1.19174 2.53623 0.931 -2.450 2.669 0.01
H -3.62776 1.85787 1.94259 0.885 3.256 -2.719 -0.02
H -4.60645 0.94045 2.40730 -1.810 -0.815 0.039 0.01
O 2.44278 -2.33088 -1.17707 -0.610 0.336 1.879 -0.10
H 2.17067 -3.13369 -1.64462 -0.187 0.217 0.571 0.04
H 2.06115 -2.32396 -0.23468 0.778 -0.534 -2.375 0.08
O -0.93876 -1.27318 -1.05318 -3.575 -0.004 -0.700 -0.05
H -1.67016 -0.80341 -0.56950 1.007 -0.729 -0.811 0.07
H -0.20404 -1.04603 -0.56077 2.544 0.780 1.539 -0.06
```
Forces are in eV/Å.

---

No. 4
Here is a 4-piece molecular cluster, CH9NO4 overall at a distorted geometry from the Open Molecules 2025 dataset. Energies are from the ωB97M-V functional and the def2-TZVPD basis.

Computed properties:
**Total charge**: 0
**2S+1**: 1
**Orbital gap**: 10.978 eV
**HOMO energy**: -10.092 eV
**SMILES string**: NC=O.O.O.O
**Energy relative to the best compared isomer or geometry (same formula, charge and spin)**: 0.898 eV

XYZ file:
```
15
Properties=species:S:1:pos:R:3:forces:R:3:lowdin_charge:R:1
N -2.16650 0.27231 -1.50367 -0.620 0.062 0.345 0.13
C -1.85857 -0.12492 -0.24286 0.176 -0.882 -1.091 -0.40
O -0.75270 -0.26695 0.22655 -0.034 0.230 0.228 0.01
H -3.15304 0.37439 -1.66240 0.014 -0.065 -0.314 0.09
H -1.54955 0.33482 -2.30065 0.550 0.277 0.365 0.07
H -2.76602 -0.48471 0.25444 -0.180 0.385 0.597 0.12
O 1.81969 -1.73629 4.66142 0.365 -0.653 0.716 -0.06
H 2.54134 -2.07301 5.21108 0.536 0.582 -0.337 0.03
H 1.17095 -2.35936 4.99511 -0.896 0.071 -0.379 0.03
O 0.42937 0.98254 -3.01374 0.872 0.354 -0.429 -0.07
H 1.12777 1.25626 -2.39459 -0.498 -0.358 0.741 0.02
H 0.96589 0.99449 -3.81665 -0.541 -0.184 -0.344 0.04
O 1.63019 0.93408 -0.42106 -0.168 0.268 0.387 -0.08
H 1.61269 0.08188 0.02914 0.293 -0.203 -0.247 0.04
H 0.75250 1.23292 -0.13722 0.130 0.116 -0.237 0.03
```
Forces are in eV/Å.

---

No. 5
Here is a 4-piece molecular cluster, CH9NO4 overall at a distorted geometry from the Open Molecules 2025 dataset. Energies are from the ωB97M-V functional and the def2-TZVPD basis.

Computed properties:
**Total charge**: 0
**2S+1**: 1
**Orbital gap**: 11.164 eV
**HOMO energy**: -10.607 eV
**SMILES string**: NC=O.O.O.O
**Energy relative to the best compared isomer or geometry (same formula, charge and spin)**: 1.485 eV

XYZ file:
```
15
Properties=species:S:1:pos:R:3:forces:R:3:lowdin_charge:R:1
N 1.87169 -1.15422 1.94207 2.101 -0.819 2.539 0.09
C 0.85424 -0.32483 2.36876 -2.200 -1.453 -1.334 -0.37
O -0.18113 -0.13739 1.71637 1.695 0.445 0.532 -0.04
H 2.48386 -1.46145 2.76828 -1.058 0.754 -2.023 0.12
H 2.06496 -1.72775 1.07556 -1.240 1.566 1.258 0.11
H 0.86887 0.04058 3.44396 0.755 -0.371 -1.137 0.14
O 0.68639 -0.67610 -1.06878 -0.532 0.604 -0.453 -0.08
H 0.33342 -0.31057 -1.90754 0.313 -0.324 0.893 0.08
H 0.20287 -0.25039 -0.33317 0.105 -0.283 -0.185 0.03
O 2.42842 -2.76393 -1.67175 -0.464 0.322 0.938 -0.08
H 1.77910 -2.12281 -1.30924 0.140 0.101 -0.805 -0.02
H 2.58440 -3.26825 -0.86792 0.386 -0.542 -0.225 0.01
O -5.19141 4.90096 -2.23925 0.764 -3.250 -0.921 -0.15
H -5.91324 4.33290 -1.82937 1.450 0.975 -0.841 0.05
H -4.56955 4.20800 -2.74037 -2.215 2.276 1.762 0.10
```
Forces are in eV/Å.

---

No. 6
Here is CH9Na4O8 as an isolated structure at a distorted geometry from the Open Molecules 2025 dataset. Energies are from the ωB97M-V functional and the def2-TZVPD basis.

Computed properties:
**Total charge**: +1
**2S+1**: 1
**Orbital gap**: 2.787 eV
**HOMO energy**: -8.964 eV
**Energy relative to the best compared isomer or geometry (same formula, charge and spin)**: 0.000 eV

XYZ file:
```
22
Properties=species:S:1:pos:R:3:forces:R:3:lowdin_charge:R:1
Na -7.98010 -15.31737 -14.25453 0.025 -0.457 -1.199 0.74
Na -10.85955 -13.85471 -12.92280 -0.557 -0.343 -0.371 0.75
Na -12.00683 -13.49969 -17.20786 0.553 0.058 -0.125 0.79
Na -9.55357 -12.02871 -15.21418 0.226 1.412 -1.162 0.54
O -10.61679 -14.45411 -15.37798 0.188 1.692 0.846 -0.44
H -10.00424 -13.89454 -15.89392 -0.063 -1.059 -0.236 -0.11
C -9.02521 -11.10884 -17.81562 -0.213 1.871 -1.872 -1.13
O -8.70133 -10.58265 -18.83707 2.006 1.056 -4.819 0.09
O -9.36647 -10.32178 -16.94455 -1.844 2.160 6.505 -0.01
O -9.14311 -12.33130 -17.67598 -0.752 -7.197 2.122 -0.11
O -7.26972 -13.86604 -16.13398 0.071 -1.107 1.731 -0.03
H -7.78581 -13.51105 -16.85776 -0.623 0.827 -1.156 0.01
H -7.21102 -13.14645 -15.50551 0.600 0.681 -0.261 0.03
O -8.88406 -15.04421 -18.95854 -0.167 -0.613 0.251 -0.02
H -9.31321 -14.81931 -19.78407 0.060 0.069 -0.354 0.07
H -9.00453 -14.27117 -18.40706 0.158 1.113 -0.085 -0.01
O -9.63609 -16.71050 -16.89408 0.023 -0.619 0.823 -0.05
H -10.30999 -16.17241 -16.47868 0.015 0.216 0.132 -0.04
H -9.35895 -16.20196 -17.65620 0.322 0.218 -0.897 -0.02
O -11.74733 -16.94965 -14.64331 -0.176 -0.008 0.600 -0.05
H -11.36525 -16.10007 -14.86344 0.195 0.390 -0.297 -0.06
H -12.02326 -17.31387 -15.48441 -0.047 -0.363 -0.176 0.05
```
Forces are in eV/Å.

---

No. 7
Here is a 4-piece molecular cluster, CH9O3S overall from the Open Molecules 2025 dataset. Energies are from the ωB97M-V functional and the def2-TZVPD basis.

Computed properties:
**Total charge**: -1
**2S+1**: 1
**Orbital gap**: 7.119 eV
**HOMO energy**: -3.168 eV
**Energy relative to the best compared isomer or geometry (same formula, charge and spin)**: 0.550 eV

XYZ file:
```
14
Properties=species:S:1:pos:R:3:forces:R:3:lowdin_charge:R:1
C 0.15458 1.02355 -0.62428 0.219 0.391 0.809 -0.65
S 0.71509 -0.01542 0.79129 -0.073 0.041 -0.290 0.19
H -0.92199 1.17734 -0.55152 -0.117 -0.213 -0.440 -0.02
H 0.59364 2.02045 -0.55762 0.106 0.156 0.119 0.00
H 0.48673 0.63430 -1.57565 -0.318 -0.347 -0.322 -0.02
H 2.32707 -0.46314 -0.78653 -0.360 -0.398 0.168 -0.11
H 3.28662 0.12268 -1.78066 -0.055 -0.273 -0.144 0.02
O 2.76349 -0.67898 -1.64067 0.417 0.550 0.029 -0.15
H -1.20574 -3.51854 0.77761 0.037 0.068 -0.044 0.03
H -2.25579 -2.69815 0.07920 0.094 -0.090 0.036 0.03
O -2.05885 -3.60746 0.33809 -0.048 0.123 0.011 -0.09
H -1.58721 2.68010 1.48763 0.380 -0.578 -0.004 0.01
H -0.87270 1.28946 1.85689 0.214 0.315 -0.321 -0.10
O -1.42496 2.03381 2.18621 -0.496 0.255 0.394 -0.15
```
Forces are in eV/Å.

---

No. 8
Here is a 5-piece molecular cluster, CH9O6 overall at a distorted geometry from the Open Molecules 2025 dataset. Energies are from the ωB97M-V functional and the def2-TZVPD basis.

Computed properties:
**Total charge**: -1
**2S+1**: 1
**Orbital gap**: 9.863 eV
**HOMO energy**: -6.038 eV
**Energy relative to the best compared isomer or geometry (same formula, charge and spin)**: 0.406 eV

XYZ file:
```
16
Properties=species:S:1:pos:R:3:forces:R:3:lowdin_charge:R:1
O -0.90006 0.32385 -0.34834 0.360 -0.188 0.532 -0.15
C -0.64330 1.28422 0.43465 -0.583 1.064 -0.384 -0.54
O -0.07343 1.25477 1.53109 -0.101 0.134 -0.006 -0.07
H -0.98925 2.30538 0.05874 0.193 -0.630 0.244 0.13
H 3.14215 -0.84373 -0.05834 0.269 -0.402 -0.042 0.00
H 3.63966 0.47544 -0.24118 0.574 0.136 -0.190 0.02
O 3.99620 -0.42285 -0.29873 -0.886 0.301 0.230 -0.11
H -2.55975 0.98627 -2.65446 0.083 -0.057 0.211 0.01
H -1.44221 0.22342 -1.85468 -0.329 0.737 -0.582 -0.02
O -1.79133 0.42279 -2.77116 0.078 -0.399 -0.140 -0.13
H -1.34968 -1.61122 1.62289 0.286 0.353 -0.323 0.02
H -1.95887 -1.25220 0.22058 0.492 0.231 0.590 0.01
O -2.12779 -1.68744 1.06963 -0.905 -0.716 0.004 -0.08
H 1.27654 -0.05751 1.31977 0.093 -0.272 -0.133 0.02
H 0.46500 -0.68818 0.28391 0.334 -0.169 -0.392 0.01
O 1.36056 -0.78475 0.67195 0.042 -0.123 0.382 -0.10
```
Forces are in eV/Å.

---

> Look up the energy relative to the best compared isomer or geometry (same formula, charge and spin) of the second one.

1.669 eV

---

> Look up the 2S+1 of the third one.

1

---

> What is the formula in the third record?

CH9NO3